The following is a DFT calculation (ωB97M-V with the def2-TZVPD basis set) of a molecular structure, C13H21BN6OPb at a distorted geometry.

Calculated values
- charge = 0
- multiplicity = 1
- relative energy (zero: lowest compared OMol25 entry of this formula, charge and spin) (kcal per mole) = 0.0
- LUMO (Ha) = 0.02447
- E (hartree) = -1129.4466
- E_HOMO (Ha) = -0.2698

Element x y z (Å)
H1 -0.6651 -2.5277 4.2920
N1 0.0094 1.8306 0.1569
N2 2.5088 -0.2891 -0.1311
H2 -0.3360 -0.8416 3.8407
H3 3.7293 -1.6630 0.8993
B1 1.6908 1.5218 -1.7255
C1 4.7484 -0.2490 -0.5492
H4 -1.6494 -2.9827 0.7479
H5 -4.4859 -1.4862 2.7477
H6 -0.7364 -0.8493 -5.0963
N3 0.6596 0.6158 -2.4959
O1 -2.4438 -0.4382 0.3178
C2 -4.1965 -0.8870 1.8581
H7 1.7112 4.3159 -1.0373
H8 -1.6464 -1.6320 -2.5869
C3 0.1591 4.0387 0.5913
N4 0.9172 2.3750 -0.6895
H9 -2.9540 -3.3470 1.9313
C4 -0.8837 -0.9057 -2.8618
C5 -0.0443 -1.9507 3.5941
N5 -0.2280 -0.2254 -1.8983
C6 -2.7736 -1.2335 1.4227
H10 -4.9158 -1.0905 1.0355
N6 2.7840 0.6789 -1.0464
Pb1 -0.4025 -0.2810 0.0848
C7 4.1230 0.7277 -1.3163
C8 -2.6818 -2.7193 1.0562
C9 3.6871 -0.8506 0.1702
H11 -0.0077 5.0214 1.0296
C10 0.5613 0.4644 -3.8400
C11 1.0264 3.7065 -0.4491
H12 -2.1159 -0.9919 2.2768
H13 -4.2574 0.1900 2.1237
C12 -0.4118 -0.4962 -4.1189
H14 5.8124 -0.4820 -0.5082
H15 -0.1755 -2.3270 2.5622
H16 4.5227 1.4528 -2.0255
H17 2.1953 2.2508 -2.5531
H18 -1.2268 2.6148 1.6835
H19 1.1994 1.0519 -4.4983
C13 -0.4622 2.8228 0.9346
H20 -3.3683 -2.9532 0.2145
H21 1.0234 -1.9800 3.8560